1.
A molecular structure, C33H32As2N4NbO2 in a non-equilibrium geometry. Source: the OMol25 dataset; level of theory: ωB97M-V with the def2-TZVPD basis set.

Summary:
Gap between HOMO and LUMO (alpha / beta) in eV: 5.38 / 5.23
E_HOMO (alpha / beta) in eV: -15.107 / -14.953
Total charge: +3

Each line ends with the Löwdin charge.
Element x y z (Å)
1 Nb 1.9391 -2.3849 2.3442  0.923
2 C 2.9317 -5.2247 3.9004  -0.183
3 As 1.3921 -3.9726 3.5802  0.994
4 C -0.2362 -4.9069 3.1006  -0.202
5 C 0.8774 -2.7584 5.0471  -0.329
6 C 0.4323 -2.9985 6.3776  -0.031
7 C 0.0982 -1.9309 7.2154  -0.020
8 C 0.4898 -0.6523 6.9230  -0.025
9 C 1.0335 -0.3948 5.6875  -0.097
10 C 1.1196 -1.4225 4.7604  -0.400
11 As 1.4239 -0.6410 3.0753  0.857
12 C -0.0506 0.1174 2.1355  -0.185
13 C 2.7985 0.6901 3.0975  -0.209
14 H 3.7786 -4.5739 3.6791  0.026
15 H 2.8468 -6.0681 3.1790  0.056
16 H 2.9109 -5.5502 4.9494  0.049
17 H 0.1025 -5.9491 2.8974  0.066
18 H -0.5340 -4.3353 2.2295  0.023
19 H -0.8645 -4.7858 3.9550  0.030
20 H 0.4102 -3.9844 6.7317  0.103
21 H -0.2668 -2.2472 8.2048  0.141
22 H 0.4977 0.1437 7.6672  0.140
23 H 1.3193 0.6130 5.5055  0.105
24 H 0.3896 0.4312 1.2207  -0.001
25 H -0.4797 0.9029 2.7287  0.050
26 H -0.7048 -0.7459 1.9018  0.056
27 H 3.6766 0.3921 3.7103  0.073
28 H 2.4761 1.7241 3.3525  0.074
29 H 3.1996 0.7637 2.1116  -0.003
30 C -7.3566 6.3177 -5.7015  0.084
31 O -7.2301 4.8510 -5.2922  0.018
32 C -6.1588 4.3862 -4.7455  -0.223
33 C -5.0323 5.2323 -4.4893  0.079
34 C -3.8429 4.5483 -4.0037  0.095
35 C -3.7502 3.1315 -3.8800  -0.260
36 C -4.9022 2.3935 -4.1359  0.008
37 C -6.1103 2.9360 -4.5077  0.080
38 N -2.6624 2.4776 -3.5163  0.140
39 N -1.6814 3.3024 -3.1567  0.084
40 C -0.5909 2.7369 -2.7506  -0.151
41 C 0.3942 3.6894 -2.1601  0.065
42 C 1.4349 3.3069 -1.3579  0.081
43 C 1.6058 1.9154 -0.8823  -0.372
44 O 2.3154 1.6319 -0.0181  0.148
45 C 0.9460 0.9483 -1.8048  -0.132
46 N 1.3583 -0.2995 -1.7291  0.138
47 C 0.9567 -1.1632 -2.5822  -0.154
48 C 0.0677 -0.8884 -3.5428  -0.015
49 C -0.6245 0.3440 -3.5436  0.063
50 C -0.1031 1.3527 -2.6791  -0.050
51 H -7.3580 6.9802 -4.8493  0.109
52 H -8.3837 6.2824 -6.0947  0.117
53 H -6.6714 6.4174 -6.5005  0.095
54 H -4.8724 6.2698 -4.7398  0.124
55 H -3.0587 5.2482 -3.8533  0.107
56 H -4.9017 1.3305 -4.0643  0.124
57 H -6.9153 2.1536 -4.5716  0.159
58 H 0.2090 4.6911 -2.3118  0.098
59 H 2.0911 4.0054 -0.9667  0.108
60 H 1.3701 -2.1712 -2.5180  0.129
61 H -0.2110 -1.7253 -4.2051  0.135
62 H -1.4164 0.5240 -4.2538  0.109
63 N 6.7284 -2.9082 -2.4200  0.217
64 C 5.6381 -2.9675 -2.0256  -0.120
65 C 4.4922 -2.8271 -1.0969  -0.164
66 C 4.0369 -4.0331 -0.5626  0.016
67 C 3.1899 -3.9208 0.4927  -0.053
68 C 2.7101 -2.6844 0.8623  -0.516
69 C 3.1299 -1.5139 0.2870  -0.073
70 C 4.0448 -1.5541 -0.7872  0.036
71 H 4.4020 -4.9839 -0.8965  0.142
72 H 2.8424 -4.7961 1.0242  0.106
73 H 2.6267 -0.6096 0.5300  0.046
74 H 4.2369 -0.6091 -1.2677  0.139

Atoms 1-6, force components in eV/Å:
3.47 -5.90 -5.14
-1.05 0.17 0.17
-2.75 -9.14 7.84
1.54 -0.69 0.01
-0.10 -0.73 1.62
0.30 1.23 -1.74


2.
A molecular structure, C33H32B2F4FeN4O6S2Sb in a non-equilibrium geometry. Source: the OMol25 dataset; level of theory: ωB97M-V with the def2-TZVPD basis set.

Summary:
Gap between HOMO and LUMO (alpha / beta) in eV: 5.98 / 4.97
Energy relative to the best compared isomer or geometry (same formula, charge and spin) in kJ/mol: 258.65
<S²>: 8.86
2S+1: 6
E_HOMO (alpha / beta) in eV: -14.250 / -14.229
Total charge: +2

Each line ends with the Löwdin charge.
Element x y z (Å)
1 Fe -0.3135 0.5415 0.2814  0.436
2 C -1.2804 -3.4828 -1.4530  0.034
3 C -0.9269 -2.0682 -1.1562  -0.227
4 N -0.3391 -1.6787 -0.0826  -0.031
5 O 0.0183 -2.6076 0.8024  0.086
6 B 0.0321 -2.2454 2.2519  -1.076
7 F -1.2243 -1.7828 2.6467  0.071
8 F 0.4842 -3.3040 2.9467  0.239
9 O 1.0357 -1.0958 2.4812  0.062
10 N 1.2329 -0.3054 1.4481  -0.095
11 C 2.4258 -0.1415 0.9876  -0.201
12 C 3.6225 -0.7989 1.5725  0.045
13 C 2.4595 0.7524 -0.1735  -0.169
14 N 1.2875 1.1118 -0.5766  -0.015
15 O 1.1771 1.9595 -1.6134  0.128
16 B -0.2192 2.3524 -1.8881  -1.040
17 F -0.8000 2.5170 -0.4918  -0.087
18 F -0.3070 3.4993 -2.5580  0.267
19 O -1.0146 1.2722 -2.4591  0.122
20 N -0.9225 0.1901 -1.6633  -0.002
21 C -1.2133 -0.9734 -2.1075  -0.201
22 C -1.7642 -1.2253 -3.4641  0.041
23 C 3.7253 1.1685 -0.8211  0.047
24 H -1.1644 -4.0857 -0.5574  0.098
25 H -0.6265 -3.8891 -2.2279  0.114
26 H -2.3074 -3.5524 -1.8118  0.102
27 H 3.3193 -1.7138 2.0772  0.106
28 H 4.0861 -0.1531 2.3230  0.117
29 H 4.3661 -1.0181 0.8094  0.099
30 H -1.8360 -0.2920 -4.0148  0.095
31 H -2.7572 -1.6705 -3.3796  0.109
32 H -1.1345 -1.9255 -4.0138  0.113
33 H 4.4323 1.5154 -0.0671  0.114
34 H 3.5464 1.9447 -1.5585  0.099
35 H 4.1735 0.3053 -1.3200  0.120
36 O 1.8119 8.5711 1.9685  0.161
37 C 2.4044 7.5059 2.5086  -0.470
38 O 3.4524 7.5883 3.0747  0.167
39 C 1.7066 6.1670 2.3947  -0.074
40 C 0.7215 5.8760 1.4487  0.016
41 C 0.1522 4.6191 1.4020  -0.070
42 C 0.5750 3.6277 2.2968  -0.552
43 S -0.0659 2.0156 2.3073  0.895
44 C 1.5631 3.9197 3.2503  -0.053
45 C 2.1240 5.1771 3.2853  0.028
46 H 0.9596 8.3919 1.5627  0.105
47 H 0.4081 6.6065 0.7125  0.128
48 H -0.5999 4.4016 0.6562  0.087
49 H 1.8806 3.1540 3.9467  0.121
50 H 2.8929 5.4184 4.0065  0.139
51 S -2.2818 -0.0291 1.0885  0.683
52 Sb -2.8733 2.2180 1.6622  1.437
53 C -2.5000 3.1374 3.6498  -0.357
54 C -2.4406 4.5064 3.7982  -0.112
55 C -2.1922 4.9999 5.0752  -0.043
56 C -1.9944 4.1292 6.1385  -0.037
57 C -2.0669 2.7563 5.9481  -0.036
58 C -2.3178 2.2381 4.6836  -0.124
59 C -4.9079 1.8022 2.3298  -0.362
60 C -5.2869 0.5418 2.7579  -0.130
61 C -6.6059 0.3443 3.1565  -0.057
62 C -7.5038 1.3993 3.1315  -0.053
63 C -7.1026 2.6591 2.7068  -0.054
64 C -5.7899 2.8706 2.3060  -0.118
65 C -3.5526 2.9081 -0.2842  -0.332
66 C -4.2491 1.9124 -0.9520  -0.132
67 C -4.7006 2.1725 -2.2377  -0.042
68 C -4.4519 3.4043 -2.8262  -0.033
69 C -3.7631 4.3869 -2.1298  -0.038
70 C -3.2981 4.1442 -0.8440  -0.104
71 H -2.6084 5.1876 2.9738  0.111
72 H -2.1618 6.0705 5.2294  0.121
73 H -1.7861 4.5265 7.1226  0.123
74 H -1.9258 2.0758 6.7770  0.125
75 H -2.3711 1.1656 4.5371  0.115
76 H -4.5859 -0.2850 2.7864  0.079
77 H -6.9229 -0.6351 3.4900  0.117
78 H -8.5245 1.2439 3.4543  0.118
79 H -7.8075 3.4796 2.6892  0.117
80 H -5.4786 3.8564 1.9760  0.105
81 H -4.4649 0.9584 -0.4836  0.089
82 H -5.2512 1.4086 -2.7708  0.121
83 H -4.7997 3.6025 -3.8309  0.123
84 H -3.5711 5.3465 -2.5904  0.124
85 H -2.7475 4.9126 -0.3180  0.106

Atoms 1-6, force components in eV/Å:
0.79 -0.71 -0.85
0.05 0.00 0.00
0.08 -0.35 0.27
-0.29 0.23 -0.11
0.06 -0.40 0.01
0.40 0.21 0.03


3.
A molecular structure, C33H32BF9IrN3S. Source: the OMol25 dataset; level of theory: ωB97M-V with the def2-TZVPD basis set.

Summary:
Gap between HOMO and LUMO (alpha / beta) in eV: 5.45 / 5.61
<S²>: 6.05
2S+1: 5
E_HOMO (alpha / beta) in eV: -1.446 / -1.628
Total charge: -2

Each line ends with the Löwdin charge.
Element x y z (Å)
1 Ir -0.4742 1.4501 0.3961  1.225
2 F -0.4366 8.8916 -0.3114  0.067
3 C -1.2058 7.8107 -0.0484  -0.168
4 C -0.6461 6.6322 0.4129  -0.162
5 F 0.6863 6.5672 0.5953  0.084
6 C -1.4420 5.5326 0.6807  -0.262
7 F -0.7995 4.4373 1.1191  0.012
8 C -2.8376 5.5237 0.5077  -0.664
9 S -3.8251 4.1549 0.8526  0.454
10 C -3.3533 6.7461 0.0382  -0.267
11 F -4.6772 6.8862 -0.1678  0.037
12 C -2.5764 7.8535 -0.2351  -0.167
13 F -3.1446 8.9946 -0.6850  0.071
14 C 0.3007 -4.9877 2.3255  -0.037
15 C 1.4219 -4.9161 1.3310  -0.212
16 C 2.2128 -6.0116 1.0336  -0.070
17 C 3.2583 -5.9366 0.1179  -0.124
18 C 3.5055 -4.7348 -0.5218  -0.110
19 C 2.7239 -3.6196 -0.2567  -0.033
20 C 1.6847 -3.6955 0.6739  -0.191
21 N 0.8826 -2.6132 0.9933  0.150
22 C 0.9917 -1.3080 0.5066  -0.386
23 N 2.1911 -0.6948 0.6791  0.134
24 C 2.5305 0.6571 0.3906  -0.193
25 C 1.5790 1.6801 0.1817  -0.233
26 C 2.1085 2.9481 -0.1033  -0.145
27 C 3.4678 3.2123 -0.1554  -0.117
28 C 4.3667 2.1889 0.0908  -0.089
29 C 3.9138 0.9058 0.3654  -0.234
30 C 4.9136 -0.1867 0.6410  -0.061
31 N 0.0253 -0.6852 -0.0407  0.031
32 C -1.3683 -1.1114 -0.1890  -0.401
33 C -2.0042 -1.3403 1.1618  -0.026
34 C -3.0496 -2.1849 1.3372  -0.095
35 C -3.4576 -3.0475 0.2971  -0.090
36 C -2.6436 -3.1556 -0.8405  -0.094
37 C -1.5656 -2.3391 -1.0559  -0.200
38 C -0.6007 -2.6871 -2.1535  -0.055
39 H 0.3027 -5.9471 2.8429  0.073
40 H -0.6747 -4.8708 1.8411  0.083
41 H 0.3814 -4.1879 3.0658  0.092
42 H 2.0088 -6.9465 1.5448  0.100
43 H 3.8678 -6.8074 -0.0884  0.085
44 H 4.3077 -4.6570 -1.2458  0.094
45 H 2.9074 -2.6880 -0.7740  0.102
46 H -0.0570 -2.8150 1.3082  0.119
47 H 2.8539 -1.2148 1.2265  0.121
48 H 1.4142 3.7657 -0.2594  0.069
49 H 3.8203 4.2148 -0.3697  0.089
50 H 5.4358 2.3757 0.0787  0.092
51 H 5.9278 0.2109 0.5953  0.067
52 H 4.8406 -1.0059 -0.0805  0.070
53 H 4.7877 -0.6224 1.6379  0.080
54 H -1.6615 -0.7108 1.9672  0.092
55 H -3.5485 -2.2146 2.2987  0.104
56 H -4.3125 -3.6999 0.4208  0.082
57 H -2.8264 -3.9659 -1.5417  0.104
58 H -0.5166 -3.7722 -2.2494  0.078
59 H 0.3941 -2.2891 -1.9555  0.064
60 H -0.9172 -2.2892 -3.1223  0.070
61 C -2.5078 2.1638 -2.1825  -0.099
62 C -2.0202 0.7104 -2.1236  -0.618
63 C -3.0463 -0.1317 -2.9002  -0.060
64 C -0.6592 0.6672 -2.8242  -0.066
65 C -1.9778 0.3054 -0.6305  -0.228
66 H -2.5944 2.4872 -3.2259  0.079
67 H -1.8153 2.8348 -1.6675  0.052
68 H -3.4729 2.2893 -1.6909  0.059
69 H -3.0950 0.1865 -3.9476  0.073
70 H -4.0380 -0.0014 -2.4612  0.084
71 H -2.8177 -1.1972 -2.8800  0.052
72 H -0.7860 0.9227 -3.8822  0.079
73 H -0.1725 -0.3002 -2.7662  0.047
74 H 0.0251 1.3930 -2.3795  0.062
75 H -3.0006 0.3754 -0.2473  0.097
76 F -0.3893 0.9041 2.8459  0.003
77 B 0.1258 -0.0781 3.7622  -1.247
78 F 1.0185 0.5184 4.6406  0.118
79 F -0.9489 -0.6518 4.4469  0.104
80 F 0.7801 -1.0773 3.0078  0.101

Atoms 1-6, force components in eV/Å:
0.02 -0.11 -0.34
0.00 0.00 0.00
-0.05 -0.05 0.01
-0.08 -0.01 -0.02
0.02 0.02 0.00
0.17 0.07 -0.07


Table of E (hartree), in record order: -6173.0919 -4696.2084 -2867.2779
Table of molecular weight (Da), in record order: 759.4 920.0 876.7